{
  "formula": "C20H26N4OPtS2",
  "method": "wB97M-V/def2-TZVPD",
  "symbols": ["Pt", "C", "C", "N", "N", "C", "S", "N", "N", "H", "H", "H", "H", "H", "H", "C", "S", "O", "C", "C", "C", "C", "C", "C", "H", "H", "H", "H", "H", "H", "H", "H", "C", "C", "C", "C", "C", "C", "C", "C", "C", "C", "H", "H", "H", "H", "H", "H", "H", "H", "H", "H", "H", "H"],
  "xyz": [[-1.03, -0.03, 0.24], [4.81, -0.75, 0.65], [3.63, -0.55, 1.51], [3.63, -0.25, 2.77], [2.32, -0.17, 3.12], [1.50, -0.42, 2.11], [-0.21, -0.54, 2.27], [2.31, -0.67, 1.06], [1.86, -1.00, -0.21], [5.70, -0.66, 1.26], [4.86, 0.00, -0.14], [4.80, -1.74, 0.19], [2.07, 0.05, 4.07], [2.38, -0.46, -0.90], [2.02, -1.99, -0.38], [-2.14, -4.39, -1.06], [-1.15, -2.94, -1.34], [-1.61, -2.01, -0.19], [0.46, -3.49, -0.85], [0.72, -3.77, 0.49], [2.01, -4.15, 0.84], [3.00, -4.25, -0.13], [2.72, -3.96, -1.46], [1.44, -3.57, -1.82], [-1.94, -4.78, -0.07], [-1.89, -5.12, -1.83], [-3.18, -4.09, -1.16], [-0.06, -3.68, 1.24], [2.23, -4.40, 1.88], [3.99, -4.57, 0.16], [3.49, -4.05, -2.21], [1.21, -3.34, -2.86], [-0.25, 3.24, -1.38], [-1.42, 2.51, -0.67], [-2.02, 1.43, -1.60], [-0.87, 1.78, 0.49], [-2.44, 3.51, -0.12], [-3.78, 3.47, -0.52], [-4.67, 4.42, -0.04], [-4.25, 5.40, 0.85], [-2.93, 5.43, 1.26], [-2.03, 4.49, 0.78], [0.49, 2.53, -1.76], [0.24, 3.95, -0.72], [-0.67, 3.79, -2.22], [-1.23, 0.70, -1.91], [-2.36, 1.84, -2.55], [-2.88, 0.93, -1.16], [-0.47, 2.34, 1.34], [-4.14, 2.73, -1.21], [-5.70, 4.39, -0.37], [-4.95, 6.13, 1.22], [-2.59, 6.19, 1.95], [-1.00, 4.55, 1.10]],
  "e_tot_ha": -1987.0340,
  "homo_energy_ev": -14.240,
  "molar_mass_g_mol": 597.67,
  "relative_energy_kcal_mol": 25.9,
  "spin_multiplicity": 1,
  "gap_ev": 7.0,
  "lumo_ev": -7.282,
  "total_charge": 2
}